Entry 1:
{"formula": "C21H28FN6OS2Ti", "method": "wB97M-V/def2-TZVPD", "orbital_gap_ev": [6.89, 7.17], "e_homo_ha": [-0.5186, -0.5271], "s2": 0.75, "e_lumo_ha": [-0.2656, -0.2635], "total_charge": 2, "multiplicity": 2, "elements": ["Ti", "C", "C", "C", "C", "C", "C", "C", "H", "H", "H", "H", "H", "H", "H", "H", "C", "C", "N", "N", "C", "S", "N", "N", "H", "H", "H", "H", "H", "H", "F", "C", "C", "C", "N", "C", "S", "N", "C", "O", "C", "C", "C", "C", "C", "C", "H", "H", "H", "H", "H", "H", "H", "H", "H", "H", "H", "H", "H", "H"], "positions_angstrom": [[-0.02315, -0.36818, -0.69389], [3.18892, -2.17369, -1.70069], [2.05962, -1.66869, -2.55942], [1.47599, -2.50368, -3.51079], [0.57503, -2.00930, -4.44263], [0.20882, -0.66974, -4.43206], [0.73694, 0.16500, -3.47012], [1.64735, -0.32684, -2.52054], [4.13583, -2.01817, -2.22218], [3.11310, -3.24773, -1.51756], [3.26372, -1.64700, -0.75210], [1.79384, -3.53998, -3.56903], [0.17319, -2.66989, -5.20168], [-0.47160, -0.28066, -5.17864], [0.50645, 1.22176, -3.49980], [2.22791, 0.37332, -1.92696], [-0.57292, -5.61406, 0.47635], [-1.38736, -4.67263, -0.33295], [-2.52705, -4.91853, -0.88711], [-2.86201, -3.73543, -1.50668], [-1.97161, -2.76692, -1.36054], [-2.00097, -1.19843, -2.00147], [-1.01949, -3.35722, -0.60263], [0.15670, -2.69143, -0.22833], [-1.10533, -6.55898, 0.54673], [-0.41051, -5.22993, 1.48482], [0.39855, -5.80025, 0.01313], [-3.72847, -3.66952, -2.01842], [0.16989, -2.60871, 0.78590], [0.95296, -3.25012, -0.52191], [-1.09565, -0.58232, 0.73546], [1.07730, 1.53933, 5.54066], [-0.21889, 0.98570, 4.95651], [-0.04767, 0.34698, 3.58887], [0.30314, 1.37188, 2.58318], [1.07944, 1.21597, 1.55331], [1.87285, -0.21396, 1.10902], [1.16650, 2.38544, 0.72887], [0.06313, 2.47847, -0.17552], [-0.22875, 1.45170, -0.83227], [-0.68393, 3.67220, -0.25765], [-1.83469, 3.71147, -1.07786], [-2.57637, 4.86530, -1.14287], [-2.16877, 5.98536, -0.41311], [-1.03021, 5.96167, 0.39153], [-0.28747, 4.80706, 0.48077], [0.89667, 2.02818, 6.49675], [1.54340, 2.27756, 4.88190], [1.80143, 0.73847, 5.70811], [-0.97819, 1.77292, 4.88916], [-0.63556, 0.22364, 5.61468], [-0.95694, -0.14546, 3.25281], [0.75833, -0.38246, 3.59422], [-0.08514, 2.29725, 2.72760], [2.05083, 2.40068, 0.22842], [-2.12602, 2.83211, -1.63375], [-3.46782, 4.90874, -1.75347], [-2.75452, 6.89573, -0.47141], [-0.73632, 6.84344, 0.94424], [0.59557, 4.76254, 1.10305]], "lowdin_spin": [0.91, 0.00, 0.00, 0.00, 0.00, 0.00, 0.00, 0.00, 0.00, 0.00, 0.00, 0.00, 0.00, 0.00, 0.00, 0.00, 0.00, 0.00, 0.00, 0.00, 0.00, 0.01, 0.00, 0.01, 0.00, 0.00, 0.00, 0.00, 0.00, 0.00, -0.01, 0.00, 0.00, 0.00, 0.02, 0.01, -0.01, 0.00, 0.01, 0.05, 0.00, 0.00, 0.00, 0.00, 0.00, 0.00, 0.00, 0.00, 0.00, 0.00, 0.00, 0.00, 0.00, 0.00, 0.00, 0.00, 0.00, 0.00, 0.00, 0.00]}

Entry 2:
{"formula": "C21H28FNO2", "method": "wB97M-V/def2-TZVPD", "orbital_gap_ev": 9.25, "e_homo_ha": -0.3133, "smiles": "CC1(C)C[C@H](CNCC[C@H](c2ccc(F)cc2)c2ccco2)CCO1", "e_above_lowest_kj_mol": 8.0, "e_lumo_ha": 0.0266, "elements": ["C", "C", "C", "C", "C", "C", "N", "C", "C", "C", "C", "C", "C", "C", "F", "C", "C", "C", "C", "C", "C", "O", "C", "C", "O", "H", "H", "H", "H", "H", "H", "H", "H", "H", "H", "H", "H", "H", "H", "H", "H", "H", "H", "H", "H", "H", "H", "H", "H", "H", "H", "H", "H"], "positions_angstrom": [[2.15958, 4.39514, -0.33115], [0.91066, 4.14703, 0.52836], [-0.24832, 4.98229, -0.02289], [0.51997, 2.65784, 0.52059], [1.45526, 1.79547, 1.36966], [0.98430, 0.33617, 1.37264], [-0.37206, 0.20285, 1.86887], [-0.94863, -1.11893, 1.69409], [-1.38229, -1.33383, 0.23434], [-0.49673, -2.32775, -0.53335], [-0.88092, -2.31010, -1.99788], [-2.00710, -2.98838, -2.44769], [-2.37788, -2.94297, -3.77886], [-1.60776, -2.20507, -4.65875], [-1.96296, -2.15505, -5.96093], [-0.48358, -1.51801, -4.24178], [-0.12807, -1.57726, -2.90626], [-0.59080, -3.71009, 0.03107], [-1.58041, -4.38167, 0.68790], [-1.08126, -5.68471, 0.93573], [0.17111, -5.70949, 0.41056], [0.47701, -4.52030, -0.13685], [1.53481, 2.40443, 2.76917], [1.98186, 3.86101, 2.64945], [1.09894, 4.61969, 1.86116], [2.47921, 5.42814, -0.21552], [2.98251, 3.74563, -0.04588], [1.92681, 4.21456, -1.37697], [0.03607, 6.03020, -0.05495], [-0.51253, 4.65064, -1.02291], [-1.11268, 4.88227, 0.62740], [0.51256, 2.29942, -0.50994], [-0.48774, 2.55051, 0.92463], [2.46164, 1.80363, 0.93427], [0.99435, -0.01998, 0.34016], [1.70220, -0.27813, 1.94762], [-0.39296, 0.45441, 2.85127], [-0.25795, -1.92401, 1.99899], [-1.82454, -1.17400, 2.34343], [-2.41151, -1.68880, 0.19595], [-1.35156, -0.36711, -0.27022], [0.55117, -2.01988, -0.45423], [-2.59533, -3.56529, -1.75046], [-3.24834, -3.46847, -4.13844], [0.09645, -0.95296, -4.95418], [0.75012, -1.04569, -2.56976], [-2.54014, -4.00390, 0.97500], [-1.58920, -6.48399, 1.43516], [0.91725, -6.47739, 0.36468], [2.23757, 1.85305, 3.39661], [0.54914, 2.38505, 3.23633], [1.97762, 4.34942, 3.62751], [3.00509, 3.90437, 2.24727]], "nbo_charge": [-0.65, 0.27, -0.61, -0.43, -0.22, -0.20, -0.64, -0.22, -0.40, -0.28, -0.02, -0.19, -0.27, 0.39, -0.33, -0.28, -0.19, 0.31, -0.33, -0.31, 0.08, -0.40, -0.43, -0.05, -0.54, 0.22, 0.20, 0.21, 0.21, 0.21, 0.22, 0.21, 0.23, 0.20, 0.18, 0.17, 0.36, 0.17, 0.20, 0.21, 0.23, 0.22, 0.22, 0.23, 0.23, 0.21, 0.23, 0.23, 0.20, 0.21, 0.20, 0.19, 0.16]}

Entry 3:
{"formula": "C21H28I2InNO7", "method": "wB97M-V/def2-TZVPD", "orbital_gap_ev": 6.50, "e_homo_ha": -0.4585, "e_lumo_ha": -0.2198, "total_charge": 2, "elements": ["In", "C", "C", "O", "C", "C", "O", "C", "C", "O", "C", "C", "O", "C", "C", "O", "C", "C", "O", "H", "H", "H", "H", "H", "H", "H", "H", "H", "H", "H", "H", "H", "H", "H", "H", "H", "H", "H", "H", "H", "H", "H", "H", "I", "C", "C", "C", "I", "C", "C", "C", "C", "N", "C", "C", "O", "H", "H", "H", "H"], "positions_angstrom": [[0.06008, -0.41592, -0.28733], [-3.30177, -0.81227, -0.36770], [-2.77646, -2.22601, -0.23994], [-1.45744, -2.16749, 0.27567], [-1.34847, -2.47203, 1.65892], [0.09549, -2.36035, 2.01358], [0.41330, -0.97825, 1.93921], [1.70877, -0.65394, 2.40526], [2.18450, 0.58015, 1.66009], [1.96932, 0.49806, 0.25701], [2.95530, -0.19991, -0.49435], [2.75245, -1.71454, -0.49719], [1.45255, -2.03196, -0.97371], [1.44627, -2.35121, -2.36536], [0.02771, -2.55621, -2.79485], [-0.52721, -1.28086, -2.60829], [-1.82063, -1.04911, -3.15076], [-2.42002, 0.14220, -2.42271], [-2.36110, 0.02394, -1.00415], [-3.44139, -0.38988, 0.63031], [-4.26250, -0.81561, -0.88885], [-2.72751, -2.72294, -1.20846], [-3.44077, -2.79747, 0.41086], [-1.69246, -3.49239, 1.84518], [-1.93339, -1.76932, 2.26053], [0.69959, -2.93188, 1.30058], [0.25992, -2.75108, 3.02162], [2.39602, -1.48838, 2.24930], [1.67646, -0.43329, 3.47647], [3.24112, 0.74989, 1.88125], [1.60630, 1.44425, 1.99096], [3.95962, 0.03322, -0.13299], [2.84215, 0.17529, -1.51449], [2.83799, -2.12799, 0.50717], [3.52268, -2.17193, -1.12181], [2.03391, -3.25422, -2.54992], [1.86060, -1.51553, -2.93773], [-0.48401, -3.30797, -2.18275], [0.00197, -2.87660, -3.84020], [-2.44956, -1.93850, -3.05223], [-1.73743, -0.80361, -4.21364], [-3.44889, 0.30782, -2.75017], [-1.81259, 1.01721, -2.64944], [1.28246, 3.62303, -3.33311], [0.79876, 3.67837, -1.30268], [0.83456, 4.87969, -0.58842], [0.45979, 4.92585, 0.73200], [0.37200, 6.78316, 1.69793], [0.06676, 3.73969, 1.40258], [-0.25741, 3.64787, 2.76904], [-0.64241, 2.44606, 3.31643], [-0.65557, 1.30502, 2.51269], [-0.38830, 1.37750, 1.22231], [-0.04512, 2.54296, 0.64546], [0.29295, 2.50305, -0.74525], [0.14121, 1.41542, -1.44215], [1.15240, 5.78315, -1.09075], [-0.17082, 4.52595, 3.39462], [-0.91828, 2.38256, 4.35818], [-0.88353, 0.32733, 2.91614]], "nbo_charge": [1.97, -0.10, -0.10, -0.58, -0.09, -0.10, -0.58, -0.11, -0.10, -0.58, -0.11, -0.11, -0.60, -0.09, -0.09, -0.55, -0.10, -0.10, -0.53, 0.21, 0.22, 0.20, 0.23, 0.23, 0.21, 0.20, 0.23, 0.19, 0.24, 0.23, 0.24, 0.23, 0.24, 0.21, 0.24, 0.23, 0.22, 0.20, 0.23, 0.18, 0.23, 0.22, 0.25, 0.21, -0.20, -0.23, -0.15, 0.22, -0.13, -0.09, -0.26, 0.04, -0.59, 0.16, 0.27, -0.86, 0.26, 0.26, 0.25, 0.21]}

Entry 4:
{"formula": "C21H28INO3SSb2Ti", "method": "wB97M-V/def2-TZVPD", "orbital_gap_ev": 6.60, "e_homo_ha": -0.2825, "e_above_lowest_kj_mol": 41.6, "e_lumo_ha": -0.0398, "elements": ["Ti", "O", "C", "O", "C", "C", "C", "C", "C", "C", "S", "H", "H", "H", "H", "C", "Sb", "C", "C", "C", "C", "C", "C", "C", "C", "C", "Sb", "C", "C", "H", "H", "H", "H", "H", "H", "H", "H", "H", "H", "H", "H", "H", "H", "H", "H", "H", "H", "H", "H", "N", "C", "O", "C", "I", "H", "H", "H", "H"], "positions_angstrom": [[-0.42532, -1.07445, 2.18272], [0.40018, -1.71865, 3.81965], [1.50758, -1.80470, 3.13376], [1.40283, -2.29921, 1.99282], [2.66355, -0.96991, 3.52198], [3.74031, -1.36412, 4.29582], [4.75970, -0.45830, 4.54423], [4.68057, 0.82403, 4.01596], [3.59233, 1.21744, 3.25260], [2.55249, 0.32564, 2.99986], [1.13471, 0.85374, 2.07203], [3.78363, -2.37044, 4.69182], [5.61050, -0.74991, 5.14440], [5.47583, 1.53332, 4.20582], [3.53578, 2.22427, 2.85919], [-3.83598, 2.32014, -0.87307], [-2.16197, 1.00514, -0.54397], [-2.70223, -0.37567, -2.09109], [-0.76650, 2.21643, -1.72118], [-0.59605, 1.65928, -3.09189], [-1.48576, 2.03118, -4.10030], [-1.44925, 1.44801, -5.35501], [-0.50442, 0.46861, -5.62589], [0.40249, 0.11042, -4.64299], [0.38562, 0.69857, -3.37753], [1.43051, 0.30740, -2.38364], [0.98185, -1.07962, -0.76836], [0.66719, -2.80818, -1.99056], [3.05771, -1.36759, -0.36212], [-3.70425, 3.23260, -0.29202], [-4.76039, 1.83476, -0.55996], [-3.91293, 2.57363, -1.93034], [-3.14063, 0.14718, -2.93945], [-3.41419, -1.08998, -1.68104], [-1.82306, -0.92035, -2.43692], [0.16661, 2.28169, -1.16468], [-1.21159, 3.21125, -1.75204], [-2.23122, 2.78881, -3.88338], [-2.15563, 1.75462, -6.11566], [-0.46227, -0.00074, -6.60002], [1.16103, -0.63290, -4.86271], [1.87212, 1.17699, -1.89273], [2.23985, -0.21749, -2.89424], [1.38566, -2.82601, -2.81004], [-0.34549, -2.80764, -2.39093], [0.79371, -3.69711, -1.37387], [3.60789, -1.38486, -1.30291], [3.19708, -2.30528, 0.16826], [3.42112, -0.55065, 0.26039], [-3.62044, 1.11698, 3.42317], [-2.93345, -0.08323, 3.56866], [-1.78900, -0.07531, 2.85063], [-3.28967, -1.11105, 4.34060], [-2.00805, -2.82033, 0.96659], [-3.40449, 1.59485, 2.56175], [-4.60801, 1.06453, 3.61197], [-4.20872, -1.07528, 4.90632], [-2.65947, -1.98254, 4.41951]], "nbo_charge": [1.21, -0.65, 0.74, -0.61, -0.12, -0.19, -0.22, -0.19, -0.22, -0.15, -0.17, 0.22, 0.22, 0.22, 0.22, -1.00, 1.06, -0.99, -0.75, -0.02, -0.21, -0.21, -0.22, -0.20, -0.06, -0.75, 1.20, -1.01, -0.99, 0.22, 0.23, 0.22, 0.23, 0.24, 0.23, 0.23, 0.23, 0.21, 0.21, 0.21, 0.21, 0.24, 0.23, 0.22, 0.24, 0.24, 0.22, 0.24, 0.24, -0.82, 0.48, -0.71, -0.57, -0.25, 0.39, 0.38, 0.21, 0.22]}

no.,DFT total energy (hartree)
1,-2966.11648
2,-1122.08980
3,-2183.39274
4,-3123.41333